The following is a quantum chemistry calculation of a cluster of 7 separate species, C70H160F6N2O2P5 in total in a non-equilibrium geometry, from OMol25.

Element x y z (Å)
H (5.70946, -6.48940, 7.99755)
H (4.45142, -12.11741, -5.50416)
H (-1.93822, -15.85600, -0.82515)
H (-11.53271, 3.43866, 4.93555)
C (-8.41119, 0.28616, 1.98245)
H (8.76991, -6.36951, 9.97363)
H (-0.96418, -9.87502, -5.77689)
H (5.94135, -4.77319, 8.40015)
H (3.62067, 0.47090, -7.51275)
H (-0.51383, -9.93225, -2.09362)
H (-10.71490, 4.28746, 7.12397)
H (2.33024, -5.53104, 5.04257)
H (0.07743, 18.27171, -4.05002)
C (6.22597, -5.57198, 7.71530)
H (0.33268, -11.88725, -8.06874)
H (0.87380, -5.36328, 9.50156)
H (-9.22897, 2.85270, 5.68167)
H (6.66156, -4.64798, 3.42283)
C (7.60044, -5.97806, 8.13956)
H (-6.36403, 2.25900, 3.38231)
H (-10.69688, 0.56938, 3.95098)
H (-1.54215, -12.82270, -5.87114)
H (1.79900, -10.83138, -6.59657)
H (1.07915, -2.25355, 7.44503)
H (-11.33172, 2.85425, 7.99054)
F (-2.50050, 0.98135, -0.62256)
C (-0.68822, -12.11239, -7.76024)
C (-10.12953, 1.48806, 4.10020)
H (-8.56928, -0.63700, 5.29438)
H (6.06364, 13.63508, -4.22187)
H (0.78305, -12.08959, -2.76641)
H (1.24766, -9.62713, -2.26010)
C (5.82319, -4.11980, 2.96867)
H (6.11248, 11.49958, -2.10074)
H (4.38457, -2.80421, 1.03501)
H (6.27227, -10.13847, -5.52122)
H (0.47284, 9.93049, -0.80528)
H (3.79554, -4.42286, 0.64888)
H (1.07884, 12.29625, -0.63221)
C (-11.40563, 3.44552, 7.07783)
H (1.06214, -13.44572, -3.90170)
H (3.29460, -6.73584, 5.79246)
H (-12.38323, 3.89830, 7.24336)
C (1.84021, -11.38647, -5.65941)
H (-8.79821, 3.51237, 2.29068)
H (1.44756, 10.85773, -2.87242)
H (-2.37764, -14.19485, -0.71726)
H (-5.43487, -2.42277, 4.48720)
H (-7.68014, -1.90641, 3.67009)
H (0.95059, -7.23388, 9.31273)
H (-0.30691, 12.97753, -1.38592)
H (4.13973, -0.41331, -10.62743)
H (-1.17278, -11.17653, -7.48191)
H (-7.06347, 3.57133, 0.79789)
H (-0.36431, -15.40315, -2.70647)
C (-0.74848, -10.17624, -4.75179)
H (2.98642, -6.15235, 8.07735)
H (-6.93115, -3.04852, 7.00913)
H (0.08080, -14.24844, -1.48591)
H (6.05676, -5.34897, 1.19492)
C (-0.16874, 10.12618, -1.66445)
C (-7.83615, 5.58881, 0.95087)
H (-10.58021, 2.24823, 3.46214)
H (2.29806, -1.29426, -6.18699)
H (3.04058, -11.39448, -3.75125)
H (-1.20837, -12.36315, -9.77140)
H (1.07944, 17.20406, 0.79359)
H (-1.17566, 10.34368, -1.30818)
N (3.04538, -0.21653, -7.97812)
H (7.18100, -5.54782, 10.34306)
H (8.02654, 1.11785, 0.13114)
H (1.49367, -0.64249, 7.96125)
C (7.46438, 1.87093, -0.42109)
H (2.98224, 14.57911, -0.23830)
C (2.96431, -2.42794, 5.27306)
H (3.71443, -0.95632, -8.13682)
H (-1.36146, 8.51272, -2.36040)
H (-0.10564, 11.48169, -3.30378)
C (-0.56137, 17.61996, -4.64605)
H (-2.27761, 16.96382, -3.50566)
H (-7.33607, 0.33968, 1.81109)
H (8.20548, 2.53217, -0.87011)
C (2.25789, 15.11497, -0.85171)
H (2.99493, -0.28216, 6.07814)
C (-0.38031, 8.94025, -2.56695)
H (8.33554, -5.25441, 7.78731)
C (1.92143, -0.65284, -6.98376)
F (-2.03080, -1.14887, -0.30457)
C (-0.50435, -14.27061, -9.22085)
H (-6.96922, 0.15713, -0.46955)
H (-6.09655, -4.00652, 5.79874)
H (6.42070, 4.80284, 0.44856)
H (-8.75932, 1.84821, 0.77513)
C (1.86510, 17.88913, 0.47498)
H (4.06197, 3.52452, -0.66511)
H (1.54958, -0.69592, 5.52368)
H (-2.28770, -13.18715, -8.74374)
C (-0.94298, -13.45056, -3.21230)
O (6.28769, 2.29386, 1.57206)
H (-1.51199, -13.94464, -3.99983)
C (3.54603, 0.47555, -10.41405)
C (-7.78534, -0.06642, 4.79640)
C (0.24724, -9.25026, -2.47278)
C (-7.01125, -1.15495, 4.08962)
H (5.49600, 11.48586, -3.79618)
H (0.50156, -14.01994, -9.55762)
F (-0.83599, 0.27161, 1.00260)
H (2.76453, -9.79989, -4.37403)
H (0.42490, -5.28213, 7.00920)
C (1.89673, -1.53353, 7.47991)
H (1.38502, 18.68069, -0.10039)
P (0.16069, -11.68425, -5.12137)
C (-9.14285, 0.06990, -0.53639)
C (1.00243, -6.11044, 7.41963)
H (0.48825, -7.12313, -2.00211)
C (-1.22402, -12.99356, -8.88234)
H (3.79315, 11.52090, -2.01841)
H (2.85115, 12.72394, -3.94334)
C (-7.35559, 2.59369, 3.68713)
F (0.28889, -0.70595, -0.80089)
H (7.88211, -6.90855, 7.64666)
H (-0.39705, -6.20056, 9.33273)
H (-9.54045, -0.94089, -0.44530)
H (-0.52351, 9.07591, -3.63895)
C (-9.18865, 0.84838, 0.83930)
H (1.12900, -1.14944, -7.54369)
H (-1.12610, 18.33676, -5.24220)
C (2.50733, 0.35048, -9.36214)
H (5.90382, 4.13566, -1.02719)
H (-8.21740, 4.56552, 3.46089)
C (-7.87737, 3.74911, 2.82372)
F (-0.29420, 1.45098, -0.99540)
H (0.35338, 8.23853, -2.17023)
P (-8.41533, 1.11562, 3.60358)
H (-8.59205, -0.78396, 2.08358)
C (2.93779, 16.43047, -1.24466)
H (5.15297, -2.38688, 5.46329)
H (-0.72087, -8.13522, -4.03327)
C (3.00974, -5.68740, 5.88038)
H (-6.25682, -0.77026, 3.40335)
H (-1.09642, -7.80880, -1.53046)
C (5.85293, -4.29843, 1.40209)
C (-1.36443, 16.53657, -3.91998)
H (-7.27348, 5.98954, 0.10771)
H (1.39509, 0.24833, -6.66916)
C (0.69792, 12.61487, -1.60251)
N (6.00693, 4.01534, -0.02970)
H (-0.01231, 17.24849, -5.51131)
H (1.50394, 15.13014, -0.06466)
C (6.51573, 13.19663, -3.33223)
H (-6.06574, 4.52533, 1.88904)
H (7.06323, 1.42503, -1.33123)
H (-7.21793, 2.82522, 4.74332)
C (-0.58321, 15.68257, -2.94773)
C (-2.00008, -14.94181, -1.41553)
H (-7.82512, -3.42937, 5.50474)
C (0.61884, -6.26375, 8.94276)
H (6.81626, -4.32438, 5.95575)
H (4.53289, -5.80575, 3.39099)
C (-0.54594, -12.77525, -6.31092)
C (4.33555, -11.03580, -5.43499)
C (4.49918, -4.72515, 3.52975)
H (0.88130, -7.03390, 6.85339)
H (-8.84405, 5.35095, 0.61078)
H (2.53078, -4.50325, 7.58846)
H (5.61131, -10.47615, -3.78310)
C (5.62242, 12.07373, -2.88705)
C (4.48051, 4.05624, 0.18941)
H (-10.22920, 0.88378, 1.16197)
C (3.21523, 17.27556, -0.04065)
C (0.53198, 11.26764, -2.44604)
H (0.20097, 14.13804, -4.27811)
C (-0.07343, -9.00920, -3.96196)
H (6.43685, -6.01035, 5.53550)
P (-1.10526, 0.11301, -0.61459)
H (3.80178, 16.75901, 0.71911)
C (4.26272, 12.46926, -2.27957)
H (-1.06019, -14.79993, -9.99476)
H (3.05544, 0.63463, -11.37433)
F (-1.47090, -0.36568, -2.13808)
C (-7.76834, 0.20330, -1.20940)
C (-10.02722, 2.12761, 5.52321)
C (3.20001, 13.28926, -3.07915)
C (5.44388, -10.16149, -4.81318)
H (-7.27450, 0.45947, 5.60297)
H (2.45547, 17.09206, -1.96422)
H (3.20316, -2.08997, 4.26468)
H (7.52975, 12.84959, -3.53078)
C (-6.84533, -3.22662, 5.93721)
H (3.98851, 17.99877, -0.29969)
H (-1.72345, -10.43769, -4.34049)
H (-1.34212, 15.00837, -2.55073)
H (4.20160, 1.29872, -10.12997)
H (2.65145, -1.94964, 8.14724)
H (-12.19950, 1.99304, 5.69018)
H (2.06166, -3.02705, 5.15309)
H (7.18002, -7.15788, 9.87276)
P (4.52576, -4.72752, 5.46023)
H (3.85473, 14.06487, -3.47651)
P (1.68100, 14.03736, -2.27468)
H (6.70818, -3.70126, 1.08580)
C (-6.23076, -2.00625, 5.10459)
H (-7.66595, -0.60633, -1.93197)
H (-2.83255, -15.20083, -2.06976)
C (0.37048, -12.65959, -3.59887)
H (3.62712, -4.22487, 3.10863)
H (6.60431, 14.11366, -2.74971)
H (3.89845, 16.18196, -1.69572)
H (-9.81939, 0.63486, -1.17763)
H (-0.24348, 16.36722, -2.17058)
C (6.15522, -5.16562, 6.16416)
H (-1.54423, -12.70423, -2.69308)
H (4.10930, 3.46214, 1.02448)
C (-0.01647, -7.95519, -1.51116)
H (4.20446, 5.10971, 0.23533)
O (1.39467, 0.79060, -9.40101)
C (-7.09458, 4.29465, 1.61272)
H (-7.55326, 1.17981, -1.64330)
H (5.87313, -3.04740, 3.15720)
H (4.57385, 12.93067, -1.34233)
C (2.97584, -10.82498, -4.67839)
H (-1.67638, 15.93484, -4.77362)
H (0.33580, -8.16908, -0.50208)
C (0.57460, 14.89707, -3.59083)
H (1.13752, 15.46314, -4.33298)
H (2.05184, 18.47690, 1.37373)
C (7.72586, -6.23179, 9.69237)
H (2.02184, -12.43278, -5.90506)
H (5.01300, -3.78322, -0.44274)
H (0.85378, -8.74792, -4.47197)
H (-0.17660, -13.79580, -6.21007)
C (6.53105, 2.67085, 0.49918)
H (-7.95710, 6.39582, 1.67351)
C (4.65844, -3.75973, 0.58771)
C (4.28034, -2.96989, 5.75773)
H (-5.63890, -1.44922, 5.83087)
H (-9.78509, 1.40825, 6.30551)
H (4.35895, -2.78581, 6.82920)
H (-0.24818, -14.84452, -8.33028)
C (-0.72902, -14.53554, -2.15662)
H (4.28400, -10.67558, -6.46246)
C (2.46948, -5.55874, 7.32336)
C (-11.39671, 2.72787, 5.75064)
H (5.05098, -9.15365, -4.94726)
C (2.38096, -1.18173, 6.03447)

## Properties
Kohn-Sham gap = 8.077 eV
LUMO energy = -8.17 eV
calculated total energy = -144969.9185 eV
maximum force = 3.855 eV/Å
total charge = +5
energy relative to the best compared isomer or geometry (same formula, charge and spin) = 0.0 kcal/mol


The following is a quantum chemistry calculation of the molecule C22H31N5O2S in a non-equilibrium geometry, from OMol25.

Element x y z (Å)
N (0.18806, 0.99514, 1.78759)
O (-3.61452, 0.35028, 0.66360)
H (0.05679, -4.84082, 3.83752)
C (-3.17124, 1.47724, 0.63170)
C (4.03588, -1.53289, 1.00134)
H (3.44947, -0.99939, 1.74618)
H (2.12903, 2.00466, -1.61494)
C (1.73419, -0.56578, -1.85062)
C (3.30005, -1.58570, -0.30353)
H (4.15116, -3.44206, -0.95215)
C (-1.97117, 3.14893, -1.47647)
C (-3.45339, 2.79677, -1.43400)
N (-1.14798, 2.48144, -2.30929)
H (1.80409, -4.59314, 3.78638)
N (0.84052, -0.11784, 2.11290)
C (2.82043, -2.62579, -2.41233)
H (0.37903, 3.80052, -1.83284)
H (1.60814, -2.68136, 1.99047)
C (1.78029, -1.92700, 4.55613)
H (2.75049, -2.28347, 4.21722)
H (-2.41067, 0.92323, -2.96594)
O (-1.56035, 4.06002, -0.76947)
H (-0.94640, 0.06704, -1.15295)
H (-3.70487, 1.88997, -1.97697)
H (0.92966, -4.40814, 5.30762)
H (1.68059, -0.88383, 4.26791)
H (4.98061, -1.00338, 0.87179)
H (-1.53636, 2.70556, 1.00154)
C (1.06589, 1.76536, -1.56130)
H (2.27742, 0.23411, 0.06435)
H (1.98670, -2.04914, -4.85220)
H (-3.99181, 3.63279, -1.88633)
C (3.48139, -2.63039, -1.19761)
C (0.66688, -2.76305, 3.93508)
H (0.59972, 2.88463, -3.35166)
C (-3.89589, 2.65820, 0.03251)
H (0.39429, -2.20333, -4.12402)
H (2.99055, -3.43121, -3.11334)
C (0.87577, -4.24473, 4.23392)
C (-1.35910, 1.19909, -2.94122)
C (0.26401, 2.82843, -2.31239)
S (-1.54364, -0.88853, 1.60328)
H (-4.96895, 2.47464, 0.07963)
H (1.74734, -1.99519, 5.64096)
H (-0.99122, 1.26343, -3.97065)
H (0.75385, 1.77418, -0.50498)
H (1.06738, -0.59550, -4.42879)
C (0.12774, -1.18559, 2.07367)
H (-3.64985, 3.57415, 0.56999)
C (-0.55901, 0.13170, -2.18498)
N (-1.91281, 1.76692, 1.08810)
C (0.61076, -2.54385, 2.41015)
C (-1.05243, 0.78472, 1.49586)
N (0.84782, 0.48159, -2.20147)
H (-0.70066, -0.83986, -2.65580)
C (1.95363, -1.60301, -2.76663)
C (2.42549, -0.56465, -0.64423)
H (4.26258, -2.53425, 1.36277)
C (1.30980, -1.60988, -4.12222)
H (-0.06401, -3.27536, 1.96296)
H (-0.29345, -2.45133, 4.36200)

## Properties
Kohn-Sham gap = 8.736 eV
LUMO energy = 0.65 eV
structure (SMILES) = Cc1ccc(C)c(N2CCN(C(=O)CCC(=O)Nc3nnc(CC(C)C)s3)CC2)c1
calculated total energy = -45699.4223 eV
maximum force = 1.636 eV/Å
total charge = 0
energy relative to the best compared isomer or geometry (same formula, charge and spin) = 0.0 kcal/mol


The following is a quantum chemistry calculation of a structure of composition C33H40FFeN4O3 in a non-equilibrium geometry, from OMol25.

Element x y z (Å)
C (2.03055, 1.13305, -0.79840)
H (4.46425, -5.44595, -0.23140)
H (2.13585, 0.88135, 0.24710)
C (0.77265, -3.12825, -1.16630)
H (-2.55545, -0.08015, -1.13760)
H (-1.21765, 3.75715, 2.85230)
C (5.27955, 0.01495, -2.17390)
H (3.87065, 1.28365, -4.99570)
H (1.11485, 1.61095, -1.10330)
C (3.04765, 0.87695, -1.69620)
N (-0.92005, -1.86845, -2.32410)
C (-3.21795, 5.03125, -0.16850)
C (-1.92825, 3.27605, 0.94020)
H (2.16205, 1.84055, 2.62260)
O (-1.91545, -1.04335, 2.20260)
H (-0.82135, -1.17215, -1.58240)
C (1.78235, -0.00025, 3.67210)
C (5.11725, 0.38415, -3.50560)
H (-4.07485, -1.48135, -3.42440)
O (-1.42435, 1.28355, -0.23700)
H (-3.50295, -2.27145, -1.95280)
H (-3.07855, 7.14615, 0.06430)
F (6.10595, 0.13615, -4.37800)
C (1.78355, -2.53465, 0.97840)
C (1.97175, -1.72055, 2.13100)
C (0.27725, 2.02015, 3.64160)
H (-0.31295, -2.41745, 3.87370)
C (-2.02235, 2.40765, -0.19770)
H (2.03245, 1.72185, -3.40600)
N (1.37205, -0.62435, 2.43610)
Fe (-0.17815, 0.34155, 1.21510)
C (-3.29805, -1.46275, -2.65600)
C (-2.22065, -1.47655, 3.52370)
C (1.71795, 1.51865, 3.56760)
C (0.84385, -2.21955, -0.04350)
H (0.27845, 3.05255, 4.00960)
H (-1.57635, -3.53065, 3.34410)
C (-3.33025, -0.13085, -1.91070)
H (1.54615, -4.91425, -2.05830)
H (-3.80085, 4.60505, -2.16460)
H (-1.96825, -2.59075, -3.95000)
H (2.74115, -2.09805, 2.81530)
C (2.93745, 1.23895, -3.07110)
C (-3.27625, 4.23865, -1.29320)
H (-2.48475, 5.13965, 1.82860)
C (3.41695, -5.74305, -0.26140)
N (-3.11715, 0.94675, -2.84560)
H (-1.58825, -2.91565, 4.99710)
C (-3.01465, 2.25005, -2.54800)
H (-3.23045, 2.89345, -3.39460)
C (-1.93615, -1.69935, -3.31880)
H (3.28785, -3.87865, 1.67700)
N (-0.41065, 1.94695, 2.36330)
H (-3.43215, 0.74575, -3.78510)
C (-2.76305, 2.91645, -1.33870)
C (-3.84195, 6.39075, -0.10710)
H (6.19965, -0.45215, -1.86020)
H (-0.20665, -3.67835, -2.99210)
H (-3.28435, -1.74345, 3.57640)
C (2.59455, -3.67375, 0.87490)
C (-1.16645, 2.96595, 2.09920)
H (-1.97895, -1.81815, 1.63040)
H (-2.04685, -0.61635, 4.17030)
H (-4.36955, 6.63055, -1.02380)
C (-2.55575, 4.52965, 0.94060)
C (2.53175, -4.53805, -0.20820)
H (-1.68215, -0.84205, -3.95110)
C (3.95435, 1.00045, -3.95810)
C (-1.36915, -2.65905, 3.96320)
C (1.62385, -4.25565, -1.20640)
H (2.29335, 1.95605, 4.38460)
H (3.22975, -6.38155, 0.60110)
H (-4.54655, 6.44565, 0.71920)
C (4.26445, 0.25715, -1.28640)
C (-0.13355, -2.92885, -2.21320)
H (1.11185, -0.33515, 4.47470)
H (2.79875, -0.31765, 3.94080)
H (3.24035, -6.31705, -1.16720)
H (4.38085, -0.01865, -0.24990)
H (-0.27385, 1.41225, 4.36660)
O (0.06225, -1.19855, 0.01310)
H (-4.30265, -0.00545, -1.41580)

## Properties
expectation value of S² = 6.10
Kohn-Sham gap (alpha / beta) = 3.579 / 5.976 eV
LUMO energy (alpha / beta) = -3.65 / -3.67 eV
calculated total energy = -84071.2869 eV
maximum force = 2.578 eV/Å
total charge = +1
energy relative to the best compared isomer or geometry (same formula, charge and spin) = 25.9 kcal/mol
2S+1 = 5